# 1
Computed, not measured: a structure of composition C32H57N5O9PSYb, with ωB97M-V with the def2-TZVPD basis set.

* HOMO (alpha / beta): -8.70 / -8.70 eV
* energy above the lowest of the compared OMol25 structures with the same formula, charge and spin: 250.5 kJ/mol
* 2S+1: 2
* Kohn-Sham gap (alpha / beta): 0.339 / 0.339 Eh
* <S²>: 0.7508

Geometry as XYZ:
```
106
Properties=species:S:1:pos:R:3:forces:R:3
Yb -0.7441 -1.3150 1.2566 -1.1 0.1 -1.0
S 1.1394 -3.9353 -0.1543 0.5 -0.9 0.7
P 0.9497 1.7308 -0.2832 0.9 0.4 0.0
O -4.7960 -1.9406 0.0218 -1.2 0.2 0.2
O 0.3049 -0.8812 4.9751 0.8 0.5 1.8
O -1.7980 -0.7640 -0.6154 0.2 0.4 0.1
O 0.6632 -1.5965 2.9145 0.3 0.1 1.6
O -1.8012 -3.1074 0.8168 0.2 -1.3 0.1
O 0.8574 -2.4587 -0.0737 0.1 0.7 0.3
O -2.2821 -5.2879 0.4135 0.8 -1.4 0.6
O 0.3836 0.7019 0.6365 -0.5 -2.0 1.6
O -1.3274 -1.4618 -2.6788 0.4 0.0 -0.1
N -2.7498 -1.4245 5.5877 -1.5 -0.2 1.4
N -3.5703 -0.9565 3.4497 -0.1 -0.6 -1.2
N -0.1366 -1.2949 3.9562 -1.0 -0.8 -2.6
N -3.2329 -0.6310 2.0667 -0.2 0.8 0.4
N -1.3765 -1.4613 3.6311 1.3 -0.6 -1.7
C -3.3061 -2.3715 -1.6978 0.6 0.1 0.5
C -3.4601 -3.6760 -0.7747 -0.9 2.7 0.5
C 1.6396 -4.1116 -2.7517 0.3 0.9 0.2
C 0.0814 4.3725 -0.8586 -0.6 -1.1 0.1
C 2.6356 1.6968 -3.7963 0.3 -0.5 -0.4
C 3.3741 1.3553 1.1739 -0.1 0.5 -0.7
C -0.6003 5.0295 1.5217 1.0 0.1 0.1
C -1.3884 2.9057 0.5629 -1.6 -0.9 0.1
C -4.9021 -3.3547 -0.1425 2.6 0.3 -0.8
C -2.3976 -4.1120 0.2208 -0.8 2.8 -0.1
C 3.3128 3.3334 -0.3744 -2.2 1.5 2.1
C -5.7854 -2.2776 -2.0414 -1.2 -0.2 -0.3
C 0.3472 5.2711 0.3470 1.3 -0.3 -0.3
C 1.1679 0.9074 -1.8667 -0.3 -1.1 -1.0
C 1.2184 1.6039 -3.2849 0.0 -1.3 1.4
C 3.4139 0.3126 -3.7967 -2.2 2.6 -0.4
C -2.0063 -1.4750 -1.6584 -1.1 -0.6 0.2
C 2.4084 2.4555 0.5933 1.5 -1.4 -3.4
C 2.9224 -4.2285 -0.6514 -1.4 1.2 -0.8
C 4.5707 3.7636 0.3599 0.6 -0.2 -1.2
C -0.9038 3.5925 1.8943 -1.2 0.2 -2.1
C -2.0471 0.6317 4.6966 0.5 0.4 -1.0
C -0.3971 2.9059 -0.5724 2.1 0.8 0.4
C 0.5675 -4.4141 -1.7621 -2.0 -0.1 -0.2
C -5.9265 -3.5829 -1.2528 0.6 0.6 0.9
C 3.4868 -0.1758 -2.4117 0.5 -1.2 2.6
C -2.4370 -0.8397 4.3643 1.4 1.5 0.4
C 4.5203 3.5196 1.8244 0.6 0.9 1.4
C 4.3166 2.0483 2.2266 -2.1 0.4 -0.7
C -4.6082 -1.6214 -1.3388 0.5 0.6 -0.7
C 2.8239 -4.7721 -2.0927 0.7 0.1 0.4
C 2.0534 -0.3847 -1.7510 1.2 2.0 -1.9
H -1.5802 0.7695 5.6891 0.2 -0.3 -0.8
H 3.5123 2.7039 -1.1669 0.7 -1.3 -1.8
H -5.6557 -2.4958 -3.1040 0.3 0.3 0.1
H -4.6172 -0.5459 -1.4920 0.4 0.1 0.2
H -3.0295 1.0702 4.8094 -0.1 0.8 -0.3
H 1.5701 -1.1566 -2.3207 -0.5 -0.2 -0.3
H 3.9875 -1.1611 -2.4826 -0.2 0.2 0.5
H 1.7737 -3.0156 -2.8099 0.1 -0.5 0.0
H 0.9394 4.3732 -1.4878 0.8 -0.1 -0.6
H 4.1475 0.4444 -1.7148 -0.8 -0.5 -1.1
H 4.8217 4.7977 0.0901 0.0 -0.2 0.4
H 2.6108 -5.8361 -2.0047 0.3 -0.2 -0.4
H 5.5282 3.8540 2.2004 -1.2 -0.1 0.2
H -3.6760 -4.4691 -1.3730 0.0 -2.4 -1.8
H 5.4087 3.1638 0.0239 0.3 -0.1 -0.5
H 1.4693 5.2402 0.5450 -1.4 -0.5 0.6
H 0.2778 -5.4860 -1.7610 0.1 0.6 0.2
H -3.7500 -1.2337 1.3836 0.3 0.6 0.9
H 3.1674 2.4312 -3.2165 0.6 0.3 0.3
H -0.1767 5.5578 2.3638 -0.2 0.3 0.4
H 3.4220 -3.2579 -0.5824 0.0 -0.1 0.0
H -1.3923 1.0742 3.8363 -1.3 -0.4 1.6
H 2.6326 2.0468 -4.8146 -0.1 0.3 -0.5
H -1.5716 5.4312 1.2722 -0.2 0.6 -0.1
H -0.1134 3.0780 2.3915 0.7 -0.6 0.1
H 3.8763 2.0003 3.2531 0.6 -0.2 -0.8
H -6.8767 -3.7503 -0.8101 -1.1 0.0 0.1
H 3.7117 4.1586 2.2224 0.5 -0.2 0.4
H 2.7837 4.2193 -0.8137 0.4 -0.7 0.6
H 1.4469 -4.4438 -3.7659 -0.1 -0.3 0.0
H -3.2148 -2.2910 5.5857 -0.6 -1.1 -0.6
H -3.3269 -2.6240 -2.7425 -0.1 -0.5 -0.4
H -0.7751 2.3978 -1.4627 -0.7 0.6 -0.1
H 0.6151 2.4926 -3.2215 0.3 1.0 -0.1
H 2.0513 -0.7114 -0.7419 0.5 -0.3 0.8
H 4.3356 0.5063 -4.3049 0.8 -0.2 0.0
H -2.2698 3.4256 0.0772 0.6 -0.1 1.1
H 1.8577 2.9245 1.3408 -0.3 1.4 1.7
H 3.7199 -4.5707 -2.6667 0.4 -0.3 0.1
H 2.7290 0.5522 1.5243 0.4 -0.2 0.6
H -3.5247 0.3544 1.9352 0.3 -0.8 -0.4
H -4.3945 -0.4194 3.6996 0.4 -0.1 0.5
H 5.2436 1.5556 2.1091 1.1 -0.6 0.6
H 2.8153 -0.3667 -4.4026 0.0 -0.2 -0.1
H 0.2715 6.3108 0.0379 -0.4 0.2 -0.2
H -6.7207 -1.7019 -1.9549 0.5 0.1 0.1
H 0.1474 0.4884 -1.7769 0.0 -0.1 -0.3
H -5.6582 -4.4143 -1.8551 0.1 -0.9 -0.4
H 4.0416 0.8975 0.3631 -1.1 0.8 0.8
H -5.0317 -3.7779 0.8132 -0.4 -0.8 1.0
H 0.6606 1.0113 -4.0039 -0.2 -0.6 0.2
H -2.1092 -1.4174 6.3487 0.8 0.5 0.0
H -0.6925 4.7459 -1.4800 -0.9 0.9 -0.5
H 3.2346 -4.8821 0.1242 0.8 -0.7 0.4
H -1.7601 1.8550 0.7157 0.4 0.9 0.1
H -1.7436 3.6556 2.5746 -0.2 -0.4 0.3
H -0.3282 -3.7833 -1.8252 -0.1 -0.3 -0.4
```
Forces are in eV/Å.

# 2
Computed, not measured: a structure of composition C59H46Cl2F12N3O3PPt, with ωB97M-V with the def2-TZVPD basis set.

* HOMO: -7.45 eV
* Kohn-Sham gap: 0.256 Eh

Geometry as XYZ:
```
127
Properties=species:S:1:pos:R:3:forces:R:3
Pt -0.7588 0.2680 0.7040 -0.1 0.0 0.3
Cl 1.7082 0.2100 -7.2426 0.0 0.0 0.0
Cl -0.9243 2.2226 -2.9566 0.1 0.2 0.0
P -0.9458 1.9803 2.1212 -0.1 0.0 -0.1
F -2.1806 0.2770 8.5193 0.0 0.0 0.0
F 2.8650 7.4011 2.8412 0.0 0.0 0.0
F -5.6565 6.8438 1.9475 0.0 0.0 0.0
F 7.8941 1.5543 4.3641 0.0 0.0 0.0
F 3.9216 6.5439 1.1670 0.0 0.0 0.0
F 8.2624 -0.3430 3.3978 0.0 0.0 0.0
F 4.4240 5.9410 3.1831 0.0 0.0 0.0
F -6.7114 5.2591 0.9178 0.0 0.0 0.0
F 7.4135 -0.2949 5.3834 0.0 0.0 0.0
F -0.0212 0.3101 8.5445 0.0 0.0 0.0
F -5.3402 6.5251 -0.1688 0.0 0.0 0.0
F -1.0655 -1.4757 7.9119 0.0 0.0 0.0
O -1.1695 -0.7131 -2.5703 -0.5 -0.2 0.8
O -0.1664 -1.2660 -0.6294 -0.3 0.1 0.4
O 1.9004 1.0214 -1.5913 0.0 0.4 0.1
N 0.6707 0.1298 -4.4226 0.3 0.0 -0.1
N -3.3068 -0.2048 -0.8573 0.8 -0.1 -0.6
N -2.8626 -0.0748 0.4101 0.2 -0.1 -0.2
C 2.3733 5.1625 2.2989 0.0 0.0 0.0
C 4.1384 1.8162 -1.2504 0.0 0.1 -0.1
C 0.3965 3.2183 2.1995 0.1 -0.1 0.0
C 6.1724 3.7009 -0.8656 0.0 0.0 0.0
C -0.8435 0.0354 4.0828 0.0 0.0 0.0
C -1.2611 1.7381 6.2291 0.0 0.0 0.0
C -5.3448 -0.5328 -2.2047 0.0 0.0 0.0
C 1.4490 5.1721 1.2629 0.0 0.0 0.0
C 1.1073 0.3457 1.2649 0.1 0.0 0.0
C 6.4024 2.3530 -0.6298 0.0 0.0 0.0
C 7.2522 4.7246 -0.6523 0.0 0.0 0.0
C 1.3443 3.2022 3.2154 0.0 0.0 0.0
C 0.0214 3.7334 -6.5116 0.0 0.0 0.0
C 6.0141 0.3479 3.5923 0.0 0.0 0.0
C -0.4795 3.5744 -5.2309 0.0 0.0 0.0
C 4.9193 4.0878 -1.3290 0.0 0.0 0.0
C -0.2957 -1.2949 -1.8906 0.0 0.1 -0.3
C 3.4961 0.3355 2.3978 0.0 0.1 0.0
C 5.1608 -0.7312 3.7869 0.0 0.0 0.0
C 2.3259 4.1796 3.2733 0.0 0.0 0.0
C -3.5373 5.1636 2.3569 0.0 0.0 0.0
C 1.9567 -1.4094 -3.0795 0.1 -0.3 0.0
C 1.9058 -0.2905 -3.9242 -0.1 0.1 -0.6
C 3.4017 6.2565 2.3730 0.0 0.0 0.0
C -4.6325 -0.3278 -0.9113 -0.2 -0.1 -0.1
C -0.2518 2.3908 -4.5481 -0.1 0.1 0.1
C 3.0687 0.8018 -1.3664 0.0 0.0 0.7
C 3.0951 0.3530 -4.2659 0.0 -0.1 -0.1
C 5.7341 -0.0439 -0.5254 0.1 0.1 0.1
C 5.4087 1.4000 -0.8193 0.0 -0.1 0.1
C 4.3817 -1.2504 -3.0196 -0.1 -0.4 -0.7
C -2.5051 4.2716 2.5879 -0.1 0.0 0.0
C 3.8975 3.1738 -1.5357 0.0 0.0 0.0
C 4.3185 -0.1150 -3.8112 0.0 -0.1 -0.1
C 0.7155 2.6981 -7.1153 0.0 0.0 0.0
C 0.9120 1.5133 -6.4261 0.1 0.0 0.0
C -3.9215 -0.0013 2.6741 0.0 0.0 0.0
C 2.5890 3.6678 -2.0817 0.0 0.1 0.0
C -1.0426 1.3924 3.8504 0.0 0.0 0.0
C -3.2037 2.9482 0.7178 0.0 0.0 -0.1
C -1.0864 -0.1371 7.8548 0.0 0.0 0.0
C -1.0771 0.3773 6.4412 0.0 0.0 0.0
C 3.9108 -0.7361 3.1961 0.0 0.0 0.0
C 7.3903 0.3204 4.1871 0.0 0.0 0.0
C -5.0890 -0.2640 0.3957 0.0 0.0 -0.1
C -0.8605 -0.4744 5.3740 0.0 0.0 0.0
C -4.4099 4.9388 1.3029 0.0 0.0 0.0
C 3.1951 -1.8789 -2.6654 0.0 -0.2 -0.2
C -2.3440 3.1310 1.7973 0.0 0.0 0.2
C 0.4683 1.3323 -5.1097 0.2 -0.1 -0.1
C 0.4610 4.2044 1.2174 0.0 0.0 -0.1
C -5.5306 5.8972 1.0062 0.0 0.0 0.0
C 2.2041 0.3323 1.7798 -0.1 0.0 0.0
C -3.9508 -0.1123 1.1888 0.1 0.0 0.1
C -1.2348 2.2414 4.9422 -0.1 0.0 0.0
C 5.6183 1.4183 2.8040 0.0 0.0 0.0
C 0.7147 -2.1454 -2.6409 0.0 -0.3 0.0
C -4.2332 3.8446 0.4734 0.0 0.0 0.0
C 4.3683 1.4113 2.2097 0.0 0.0 0.1
H -0.1458 4.6580 -7.0471 0.0 0.0 0.0
H 4.7350 5.1349 -1.5413 0.0 0.0 0.0
H 8.1023 4.2990 -0.1205 0.0 0.0 0.0
H -1.3548 3.3048 4.8062 0.0 0.0 0.0
H -3.6529 6.0363 2.9840 0.0 0.0 0.0
H 1.0894 2.7882 -8.1253 0.0 0.0 0.0
H 1.3294 2.4248 3.9671 0.0 0.0 0.0
H -0.7044 -1.5307 5.5422 0.0 0.0 0.0
H -5.7005 -1.5599 -2.2895 0.0 0.0 0.0
H 5.3322 -1.6407 -2.6801 -0.2 -0.2 -0.4
H -0.6644 -0.6261 3.2452 0.0 0.0 0.0
H 6.2865 2.2544 2.6455 0.0 0.0 0.0
H 3.2405 -1.5726 3.3422 0.0 0.0 0.0
H 1.7674 3.4615 -1.4000 -0.1 0.0 0.1
H -6.2080 0.1275 -2.2783 0.0 0.0 0.0
H 1.5014 5.9314 0.4940 0.0 0.0 0.0
H 7.6127 5.1102 -1.6081 0.0 0.0 0.0
H -3.0622 2.1233 0.0394 0.0 0.0 0.0
H -1.0440 4.3604 -4.7495 0.0 0.0 0.0
H -4.8921 3.6873 -0.3708 0.0 0.0 0.0
H -1.8004 4.5008 3.3735 0.0 0.0 0.0
H 6.7744 -0.1330 -0.2148 0.0 0.0 0.1
H 6.8764 5.5732 -0.0789 0.0 0.0 0.0
H 3.0589 4.1625 4.0680 0.0 0.0 0.0
H 2.3352 3.1550 -3.0097 0.0 0.0 0.0
H 5.2232 0.4105 -4.0903 0.0 0.0 0.0
H 2.6482 4.7407 -2.2731 0.0 0.0 0.0
H 7.3775 2.0328 -0.2785 0.0 0.0 0.0
H 3.3924 -0.2390 -1.2061 -0.1 0.4 0.3
H -3.5032 0.9496 3.0059 0.0 0.0 0.0
H -6.1070 -0.3326 0.7398 0.0 0.0 0.0
H 0.2031 -2.5717 -3.5081 0.0 0.0 0.0
H 4.0673 2.2302 1.5715 0.0 0.1 0.0
H 1.0086 -2.9613 -1.9826 0.0 0.0 0.0
H -0.2595 4.2190 0.4082 0.0 0.0 0.0
H -3.3356 -0.8032 3.1238 0.0 0.0 0.0
H 3.2253 -2.7535 -2.0257 0.0 0.0 0.0
H -2.5754 -0.3281 -1.6133 -0.4 0.1 0.3
H 5.1127 -0.4460 0.2769 0.0 0.0 0.0
H 3.0671 1.2362 -4.8884 0.0 0.0 0.0
H 5.5868 -0.6749 -1.4035 0.2 0.4 0.6
H -0.1482 -0.2284 -3.9435 0.0 0.1 0.2
H 5.4743 -1.5634 4.4030 0.0 0.0 0.0
H -4.9378 -0.0661 3.0586 0.0 0.0 0.0
H -1.4182 2.4015 7.0695 0.0 0.0 0.0
H -4.6818 -0.3325 -3.0450 0.0 0.0 0.0
```
Forces are in eV/Å.

# 3
Computed, not measured: a cluster of 2 separate species, C5H9NO in total, with ωB97M-V with the def2-TZVPD basis set.

* HOMO (alpha / beta): -7.86 / -7.84 eV
* energy above the lowest of the compared OMol25 structures with the same formula, charge and spin: 749.1 kJ/mol
* Kohn-Sham gap (alpha / beta): 0.288 / 0.296 Eh

Geometry as XYZ:
```
16
Properties=species:S:1:pos:R:3:forces:R:3
O 2.0595 -1.1710 1.1694 0.4 0.0 -0.1
N 0.7300 -0.9692 0.8192 -0.2 0.2 -0.2
C -1.1298 -1.9933 0.1894 -0.3 -0.3 0.0
C -0.6138 1.7482 -0.4922 -0.1 0.2 -0.1
C 0.4928 0.0865 0.0685 -0.1 -0.3 0.2
C 0.8369 1.5648 0.0909 0.2 0.1 0.1
C -0.6550 0.2279 -0.6844 0.1 0.1 -0.1
H -0.9407 -0.2927 -1.5872 0.0 0.0 0.2
H 1.0648 2.0026 1.0681 0.0 -0.1 -0.1
H 1.5924 1.8708 -0.6389 -0.1 -0.1 0.1
H -1.8375 -1.9903 -0.6346 0.1 0.0 0.1
H -0.6926 2.3644 -1.3943 0.0 -0.1 0.1
H -1.5566 -1.7427 1.1537 0.1 0.0 -0.1
H -1.3106 2.1275 0.2628 0.1 -0.1 -0.1
H -0.4932 -2.8702 0.2004 -0.1 0.2 0.0
H 2.6133 -0.9654 0.3996 -0.1 0.0 0.1
```
Forces are in eV/Å.